No. 1
The following is a DFT calculation (the ωB97M-V functional and the def2-TZVPD basis) of a 3-piece molecular cluster, C16H39NO8PS2 overall.

Last column: natural (NBO) charge in e.
CARTESIAN COORDINATES (ANGSTROEM)
C (-1.362, 2.179, -1.414)  -0.6521
C (-0.755, 1.514, -0.024)  -0.2366
C (-0.572, 2.633, 1.180)  -0.6279
C (0.650, 0.651, -0.285)  -0.4147
C (0.419, -0.684, -1.210)  -0.2390
C (1.766, -0.889, -2.154)  -0.6359
C (0.175, -2.073, -0.311)  -0.0872
O (-0.859, -1.825, 0.704)  -0.6694
S (-1.823, -3.198, 1.005)  2.2101
O (-2.006, -3.261, 2.572)  -0.9188
O (-1.179, -4.551, 0.607)  -0.8924
N (-3.483, -3.032, 0.378)  -1.0306
S (-3.923, -1.340, 0.319)  1.7260
O (-3.253, -0.763, -0.984)  -0.9896
O (-3.474, -0.555, 1.608)  -0.9184
P (-6.037, -0.973, 0.118)  0.8723
C (-6.654, -1.260, -1.676)  -0.9912
O (-6.178, 0.784, 0.336)  -0.9584
H (-1.820, 3.238, -1.221)  0.2008
H (-2.243, 1.520, -1.876)  0.2420
H (-0.537, 2.309, -2.261)  0.1942
H (-1.579, 0.751, 0.350)  0.2615
H (-0.099, 3.637, 0.770)  0.1946
H (0.114, 2.171, 2.013)  0.2171
H (-1.643, 2.818, 1.625)  0.2131
H (1.368, 1.389, -0.885)  0.1880
H (1.196, 0.408, 0.728)  0.2136
H (-0.497, -0.590, -1.951)  0.2334
H (2.197, 0.153, -2.517)  0.2108
H (1.498, -1.479, -3.155)  0.2142
H (2.659, -1.419, -1.582)  0.2032
H (1.194, -2.243, 0.261)  0.1798
H (-0.083, -2.904, -1.094)  0.2219
H (-5.780, -1.748, -2.288)  0.2665
H (-6.956, -0.251, -2.225)  0.2498
H (-7.619, -1.951, -1.696)  0.2412
H (-5.243, 1.175, 0.219)  0.5040
C (5.735, -2.458, -6.415)  -0.6437
C (5.428, -1.866, -5.051)  -0.0628
O (4.173, -2.285, -4.522)  -0.5342
C (4.016, -3.682, -4.287)  -0.0657
C (4.996, -4.236, -3.268)  -0.6442
H (4.904, -2.289, -7.107)  0.2135
H (6.641, -2.009, -6.833)  0.2101
H (5.895, -3.539, -6.356)  0.2006
H (5.375, -0.776, -5.147)  0.1865
H (6.232, -2.076, -4.338)  0.1592
H (4.069, -4.235, -5.230)  0.1562
H (2.999, -3.819, -3.904)  0.1969
H (6.022, -4.212, -3.647)  0.1948
H (4.752, -5.275, -3.028)  0.2168
H (4.974, -3.643, -2.347)  0.2183
C (-2.778, 3.967, 5.614)  -0.6434
C (-1.696, 3.096, 4.999)  -0.0690
O (-0.512, 3.817, 4.665)  -0.5349
C (0.179, 4.441, 5.744)  -0.0612
C (0.684, 3.458, 6.785)  -0.6442
H (-2.976, 4.841, 4.985)  0.2096
H (-3.705, 3.399, 5.732)  0.2195
H (-2.483, 4.335, 6.601)  0.1923
H (-2.077, 2.675, 4.063)  0.2047
H (-1.455, 2.247, 5.647)  0.1639
H (-0.446, 5.215, 6.199)  0.1553
H (1.039, 4.956, 5.303)  0.1820
H (-0.144, 2.988, 7.324)  0.2032
H (1.314, 3.969, 7.519)  0.2065
H (1.263, 2.657, 6.313)  0.2176

Calculated values
2S+1	1
LUMO energy	2.411	eV
total charge	-1

No. 2
The following is a DFT calculation (the ωB97M-V functional and the def2-TZVPD basis) of an isolated ion of composition C10H14N and charge +1.

Last column: natural (NBO) charge in e.
CARTESIAN COORDINATES (ANGSTROEM)
C (-1.896, 1.397, -0.047)  -0.2013
C (-1.825, 0.910, 1.183)  -0.1325
C (-1.955, -1.018, -1.085)  -0.1853
C (-1.779, -1.587, 0.119)  -0.1642
C (-1.300, 0.238, -0.709)  0.1289
C (-1.102, -0.426, 0.777)  0.0720
C (1.863, -1.790, 0.484)  -0.6450
C (1.119, 2.047, -0.647)  -0.6147
C (0.953, -1.196, -0.517)  -0.1943
C (0.912, 1.059, 0.506)  -0.2196
N (0.075, -0.085, 0.050)  -0.1827
H (-2.428, 2.164, -0.454)  0.2382
H (-2.219, 1.270, 2.119)  0.2493
H (-2.480, -1.312, -2.037)  0.2629
H (-1.993, -2.552, 0.578)  0.2468
H (2.729, -2.124, -0.104)  0.2532
H (2.240, -1.029, 1.151)  0.2160
H (1.532, -2.605, 1.167)  0.2436
H (1.711, 1.687, -1.412)  0.2228
H (0.152, 2.421, -0.944)  0.2204
H (1.700, 2.808, -0.281)  0.2399
H (0.294, -1.846, -0.918)  0.2299
H (1.500, -0.821, -1.339)  0.2296
H (0.390, 1.679, 1.377)  0.2472
H (1.806, 0.712, 0.983)  0.2390

Calculated values
2S+1	1
LUMO energy	-4.187	eV
SMILES	CC[N+]1(CC)[C@]23C=C[C@@]21C=C3
total charge	+1

No. 3
The following is a DFT calculation (the ωB97M-V functional and the def2-TZVPD basis) of C29H20ClF3N2O4PRbS6 as an isolated structure.

Last column: natural (NBO) charge in e.
CARTESIAN COORDINATES (ANGSTROEM)
Rb (-0.291, -0.590, -0.212)  0.8922
Cl (2.554, 0.407, 0.112)  0.0537
C (3.526, 1.832, 0.246)  -0.0170
C (4.890, 1.712, 0.434)  -0.2334
C (5.665, 2.857, 0.543)  -0.2056
C (5.066, 4.106, 0.468)  -0.2468
C (3.697, 4.213, 0.272)  -0.1353
C (2.898, 3.079, 0.141)  -0.3800
P (1.068, 3.095, -0.005)  0.8541
C (0.796, 2.759, -1.783)  -0.3607
C (1.800, 2.639, -2.738)  -0.1570
C (1.475, 2.332, -4.052)  -0.2338
C (0.150, 2.143, -4.418)  -0.2092
C (-0.855, 2.255, -3.466)  -0.1916
C (-0.536, 2.554, -2.151)  -0.2241
C (0.740, 4.901, 0.071)  -0.2369
C (0.795, 5.757, -1.026)  -0.2343
C (0.531, 7.111, -0.877)  -0.2205
C (0.209, 7.629, 0.370)  -0.2193
C (0.145, 6.783, 1.468)  -0.2042
C (0.402, 5.430, 1.316)  -0.2098
H (5.339, 0.730, 0.501)  0.2287
H (6.735, 2.772, 0.686)  0.2067
H (5.669, 5.001, 0.564)  0.2044
H (3.236, 5.192, 0.224)  0.2132
H (2.838, 2.775, -2.458)  0.2044
H (2.261, 2.225, -4.790)  0.2041
H (-0.097, 1.886, -5.440)  0.2055
H (-1.888, 2.086, -3.743)  0.2194
H (-1.315, 2.610, -1.392)  0.2677
H (1.041, 5.363, -2.005)  0.2224
H (0.569, 7.766, -1.740)  0.2036
H (-0.008, 8.684, 0.482)  0.2026
H (-0.127, 7.176, 2.440)  0.2079
H (0.327, 4.765, 2.169)  0.2233
O (-7.981, 1.211, 1.319)  -0.6636
C (-6.787, 0.958, 1.370)  0.1463
S (-6.114, -0.636, 1.635)  0.2744
C (-4.374, -0.226, 1.614)  -0.3873
C (-4.100, 1.091, 1.415)  -0.4203
S (-2.558, 1.870, 1.352)  -0.6094
S (-5.517, 2.154, 1.206)  0.2629
S (-3.287, -1.539, 1.855)  -0.5278
N (0.112, 1.937, 3.276)  -0.8235
C (0.011, 0.634, 3.655)  0.3271
N (0.193, -0.375, 2.885)  -0.5384
C (-0.037, -1.564, 3.556)  0.2296
C (0.042, -2.834, 2.994)  -0.2247
C (-0.230, -3.936, 3.783)  -0.2119
C (-0.572, -3.795, 5.128)  -0.2401
C (-0.647, -2.537, 5.706)  -0.2099
C (-0.375, -1.436, 4.911)  -0.2468
S (-0.422, 0.252, 5.331)  0.2789
H (-0.079, 2.061, 2.287)  0.4304
H (-0.412, 2.576, 3.851)  0.3884
H (0.300, -2.937, 1.947)  0.2323
H (-0.196, -4.924, 3.342)  0.2058
H (-0.797, -4.672, 5.722)  0.1961
H (-0.934, -2.416, 6.743)  0.2011
F (2.881, -1.472, -3.036)  -0.3329
C (2.436, -2.733, -2.930)  0.6794
F (2.147, -3.159, -4.170)  -0.3333
F (3.457, -3.479, -2.478)  -0.3338
S (0.957, -2.858, -1.815)  2.3487
O (0.077, -1.847, -2.368)  -1.0136
O (0.548, -4.225, -1.983)  -0.9615
O (1.516, -2.513, -0.520)  -1.0171

Calculated values
2S+1	1
LUMO energy	3.463	eV
total charge	-2

| no. | E_tot (eV) | orbital gap (eV) |
| --- | --- | --- |
| 1 | -66047.3224 | 7.892 |
| 2 | -12073.6677 | 8.940 |
| 3 | -137203.5914 | 3.632 |